This record from the Open Molecules 2025 dataset describes 2 unconnected molecules or ions with the total composition C3H5ClS at a distorted geometry. The level of theory is wB97M-V/def2-TZVPD.

```
10
Properties=species:S:1:pos:R:3:mulliken_charge:R:1
Cl -2.04 -1.39 -0.69 -0.221
S 2.90 -0.49 -0.86 -0.159
C -0.34 0.73 -0.37 -0.868
C -1.21 -0.21 0.33 0.633
C -1.38 -0.32 1.59 -0.691
H 4.28 -0.54 -0.81 0.165
H -1.82 -0.69 2.52 0.359
H 0.41 0.24 -1.11 0.058
H 0.10 1.26 0.38 0.416
H -0.90 1.42 -0.98 0.309
```

Summary:
total charge = 0
multiplicity = 1
HOMO-LUMO gap (spin up / spin down) = 9.1 / 6.2 eV
total energy = -26544.9580 eV
HOMO energy (spin up / spin down) = -0.3516 / -0.3257 Ha
LUMO level (spin up / spin down) = -0.451 / -2.614 eV

This record from the Open Molecules 2025 dataset describes 3 unconnected molecules or ions with the total composition C14H23F3N2O8PS2 at a distorted geometry. The level of theory is wB97M-V/def2-TZVPD.

```
53
Properties=species:S:1:pos:R:3:mulliken_charge:R:1
S -1.65 3.32 2.41 -0.252
S -2.64 -1.56 0.37 1.048
P -1.51 1.39 2.16 0.709
F -5.10 -1.88 -0.63 -0.197
F -4.50 0.32 -0.39 -0.202
F -5.12 -1.02 1.46 -0.146
O -0.47 0.63 3.30 -0.535
O -3.09 0.78 2.50 -0.437
O -2.23 -1.94 1.79 -0.542
O 3.10 1.00 -3.83 -0.469
O 2.23 2.96 1.02 -0.172
O 0.50 4.15 0.15 -0.485
O -2.56 -2.86 -0.42 -0.618
O -3.56 -4.25 3.42 -0.496
N 2.57 1.65 1.27 -0.391
N -0.86 -0.76 -1.64 -0.003
C 0.27 1.70 -0.30 0.609
C 5.01 2.35 0.65 -0.994
C -1.37 -0.39 -0.32 -0.369
C 3.77 1.35 0.79 0.628
C 0.81 1.26 -1.72 -0.348
C 4.00 -0.18 0.31 -0.828
C 0.16 -0.01 -2.32 -0.430
C 3.75 2.27 -3.81 0.007
C -4.41 -0.96 0.23 0.757
C -5.63 -5.06 2.50 -0.869
C -0.86 0.88 0.46 0.751
C 4.54 2.48 -5.08 -1.246
C 0.99 3.00 0.32 -0.015
C -4.95 -4.38 3.67 -0.199
H -5.37 -3.38 3.83 0.204
H 5.71 2.24 1.55 0.316
H -6.71 -5.17 2.68 0.336
H -3.45 -3.73 2.61 0.250
H 4.66 -0.17 -0.63 0.264
H 3.79 0.33 -3.92 0.287
H 4.73 3.45 0.54 0.321
H 5.63 2.07 -0.29 0.271
H -5.20 -6.05 2.33 0.263
H 0.56 -0.36 -3.35 0.463
H 4.40 2.32 -2.93 0.106
H 3.88 2.43 -5.95 0.315
H 5.29 1.70 -5.20 0.354
H 1.63 1.84 -2.26 0.201
H 5.04 3.46 -5.08 0.355
H 4.50 -0.75 1.18 0.332
H -5.49 -4.49 1.58 0.201
H -1.22 -1.61 -2.12 0.342
H -3.71 1.24 1.87 0.349
H -0.71 0.96 4.21 0.363
H 2.98 3.04 -3.70 0.362
H -5.09 -4.96 4.58 0.303
H 2.96 -0.64 0.12 0.175
```

Summary:
total charge = +1
multiplicity = 1
HOMO-LUMO gap = 5.6 eV
total energy = -73346.7256 eV
HOMO energy = -0.4313 Ha
LUMO level = -6.113 eV

This record from the Open Molecules 2025 dataset describes 3 unconnected molecules or ions with the total composition C24H53B3FN3O5 at a distorted geometry. The level of theory is wB97M-V/def2-TZVPD.

```
89
Properties=species:S:1:pos:R:3:mulliken_charge:R:1
F -0.84 5.55 -0.44 -0.337
O 0.13 1.52 -2.19 -0.345
O 2.11 1.24 -0.73 -0.150
O -1.15 -2.64 -1.82 -0.446
O -1.32 0.83 2.44 -0.238
O 1.12 3.48 -1.06 -0.270
N 5.07 -1.55 -4.24 0.095
N 0.10 1.70 4.16 -0.179
N -4.83 -1.61 2.45 0.381
C 2.76 1.87 2.27 -0.805
C 6.18 -1.46 -5.18 -0.700
C -2.06 4.12 1.24 -0.662
C -5.35 -3.72 3.68 -1.391
C 5.48 -1.46 -2.84 -0.419
C 4.40 -1.87 -1.85 -0.980
C 1.88 0.59 2.61 0.997
C -6.04 -0.52 0.48 -1.176
C 6.97 -0.16 -5.23 -0.959
C 1.98 2.95 1.39 0.344
C -1.60 3.24 -1.23 -0.483
C -1.19 1.32 3.60 0.187
C 0.12 -1.85 -1.77 0.331
C -5.85 -2.61 2.77 -0.495
C -5.37 -0.40 1.85 -0.252
C 3.87 -0.80 -4.61 -0.481
C 3.86 0.71 -4.34 -0.874
C 1.13 0.63 4.02 -0.992
C -3.60 -2.11 1.85 -0.140
C -3.71 -2.91 0.55 -0.934
C -1.82 4.52 -0.30 0.304
C 0.19 -0.64 -0.53 -0.224
C -2.58 1.55 4.37 -0.866
C 0.09 -3.40 -1.19 -0.592
B 0.80 0.71 -1.18 0.322
B 1.77 2.52 -0.16 0.318
B -0.07 2.80 -1.48 0.082
H -6.10 0.03 2.55 0.468
H 0.43 2.61 3.84 0.338
H -4.57 0.36 1.79 -0.102
H 3.56 -1.17 -1.84 -0.127
H 6.33 -2.13 -2.68 0.469
H 1.11 0.45 1.79 -0.937
H -6.67 -2.11 3.29 0.466
H 3.02 -1.24 -4.08 0.101
H -2.76 -3.42 0.36 0.225
H 5.83 -0.45 -2.58 0.266
H -1.12 3.75 1.76 -0.121
H -6.57 0.41 0.25 0.435
H -3.09 -2.74 2.59 0.396
H -4.48 -3.68 0.60 0.336
H 4.01 -2.87 -2.09 0.322
H 4.21 0.96 -3.34 0.152
H 7.88 -0.30 -5.81 0.398
H 6.88 -2.27 -4.95 0.420
H -3.16 0.56 4.28 0.155
H -4.61 -4.35 3.19 0.279
H 5.82 -1.70 -6.19 0.346
H -3.91 -2.27 -0.30 0.239
H 0.92 3.02 1.83 -0.887
H -2.18 3.37 -2.21 0.404
H 0.05 -3.45 -0.06 0.216
H -3.21 2.31 3.79 0.181
H -2.11 2.36 -0.70 0.092
H 0.90 -1.06 0.24 0.320
H -2.90 -1.28 1.69 -0.315
H 0.72 -1.65 -2.77 0.241
H -6.77 -1.33 0.45 0.278
H 4.81 -1.91 -0.84 0.489
H 3.26 2.34 3.19 0.365
H 2.84 1.09 -4.44 0.356
H -2.82 4.98 -0.63 0.311
H -2.94 3.39 1.36 0.207
H 3.65 -0.97 -5.67 0.339
H -0.89 -0.56 -0.20 -0.136
H -2.38 5.07 1.81 0.395
H -2.43 1.84 5.46 0.338
H -6.18 -4.35 3.98 0.439
H -6.27 -3.05 1.86 0.338
H 2.41 4.00 1.45 0.449
H 7.27 0.18 -4.23 0.271
H 6.41 0.64 -5.71 0.227
H 1.92 0.72 4.84 0.349
H -5.31 -0.67 -0.31 0.249
H 3.64 1.50 1.62 0.261
H -4.90 -3.31 4.59 0.305
H 4.47 1.25 -5.06 0.332
H 0.23 -4.27 -1.90 0.295
H 0.61 -0.38 4.15 0.371
H 2.53 -0.36 2.61 0.422
```

Summary:
total charge = 0
multiplicity = 1
HOMO-LUMO gap = 8.5 eV
total energy = -45203.5155 eV
HOMO energy = -0.2964 Ha
SMILES string = CC(=O)NCCCCB1OB(C[C@H]2CO2)OB(C[C@@H](C)F)O1.CCN(CC)CC.CCN(CC)CC
LUMO level = 0.390 eV

This record from the Open Molecules 2025 dataset describes 3 unconnected molecules or ions with the total composition C24H48INO2P at a distorted geometry. The level of theory is wB97M-V/def2-TZVPD.

```
77
Properties=species:S:1:pos:R:3:mulliken_charge:R:1
I 0.70 4.48 1.11 0.257
P -2.26 -0.24 0.39 0.119
O 2.11 -0.51 0.48 -0.450
O 0.82 0.03 0.30 -0.004
N -2.05 3.46 0.16 0.031
C 0.86 1.20 -0.47 -1.414
C -1.89 -1.80 -0.52 -0.438
C 0.45 0.60 3.17 0.781
C -0.44 1.98 -0.44 0.256
C -1.63 1.93 -4.92 -0.028
C -2.78 0.91 -6.99 -0.785
C 3.58 -2.59 2.99 -0.711
C -0.67 0.77 -4.68 -1.141
C 5.67 -2.07 7.29 -1.207
C -0.76 2.95 0.70 -0.262
C -1.83 1.27 -0.64 0.051
C -4.04 -0.18 0.95 -0.493
C -0.21 1.48 2.71 -0.892
C 5.46 -3.46 4.49 -0.823
C -1.18 2.40 2.11 -1.070
C -2.68 2.52 -0.44 -0.884
C -2.94 1.51 -5.59 -0.788
C -2.09 1.81 -8.00 -0.377
C 4.37 -2.59 6.67 -0.273
C -1.44 -2.85 0.54 -1.273
C -2.84 3.12 -8.28 -1.201
C 4.95 -2.32 3.61 -0.369
C 4.59 -3.76 5.71 -0.666
C -4.12 -0.22 2.52 -1.142
H -2.91 3.74 -7.38 0.283
H 3.60 -3.50 2.39 0.326
H -3.78 0.66 -7.36 0.410
H 5.67 -2.16 2.80 0.391
H 1.69 1.89 -0.24 0.575
H -3.70 2.57 -0.81 0.601
H 2.77 0.20 0.54 0.319
H -1.14 0.00 -4.06 0.214
H -2.45 4.38 0.30 0.342
H -3.44 0.77 -4.95 0.341
H 6.35 -1.68 6.54 0.282
H -3.61 2.38 -5.63 0.372
H 1.06 -0.27 3.29 0.487
H 3.71 -2.91 7.47 0.355
H 6.48 -3.23 4.81 0.325
H 1.02 0.90 -1.52 0.397
H -3.85 2.92 -8.64 0.297
H -1.99 1.26 -8.94 0.390
H -4.62 -1.00 0.51 0.548
H -3.11 -0.38 2.90 0.352
H -2.24 -2.92 1.29 0.337
H -2.32 3.70 -9.04 0.381
H -1.87 2.39 -3.95 -0.017
H 5.05 -4.59 6.27 0.404
H -0.56 -2.44 1.05 0.308
H -2.24 -0.03 -6.92 0.301
H -2.17 1.92 2.10 0.090
H 2.81 -2.70 3.75 0.262
H -4.54 0.71 2.91 0.333
H -0.36 2.67 -1.29 0.406
H -1.07 2.04 -7.68 0.244
H -1.15 -1.71 -1.32 0.296
H -4.49 0.76 0.62 0.186
H -1.25 -3.82 0.08 0.394
H -2.83 -2.18 -0.94 0.512
H 6.18 -2.86 7.84 0.296
H 5.45 -1.26 7.99 0.381
H -1.79 0.99 -1.71 0.355
H 3.29 -1.77 2.33 0.003
H 5.53 -4.37 3.89 0.362
H -4.79 -1.03 2.80 0.311
H -0.35 0.31 -5.62 0.481
H -1.30 3.26 2.78 0.607
H 0.23 1.12 -4.16 0.247
H 4.92 -1.38 4.17 0.228
H -1.14 2.71 -5.50 0.414
H 3.61 -4.14 5.39 0.289
H 3.86 -1.77 6.15 0.176
```

Summary:
total charge = +1
multiplicity = 1
HOMO-LUMO gap = 6.6 eV
total energy = -48628.4383 eV
HOMO energy = -0.4018 Ha
LUMO level = -4.384 eV

> total charge of number 2 (C14H23F3N2O8PS2)?

+1